[1]
C15H24IN6O2S | ωB97M-V/def2-TZVPD

As for the net charge: -1. The highest occupied orbital energy comes out at -2.622 eV. For the frontier orbital gap, the calculation gives 3.143 eV.

Geometry as XYZ:
```
49
C15H24IN6O2S (ωB97M-V/def2-TZVPD)
C -3.385 2.765 -0.607
N -3.327 1.486 -1.377
C -4.655 0.811 -1.494
C -2.651 1.655 -2.680
O -3.264 2.234 -3.641
C -1.140 1.094 -2.882
C -1.113 -0.520 -2.704
C -1.998 -1.475 -3.614
I -3.292 -0.743 -5.236
C -1.999 -3.039 -3.449
C -1.143 -3.762 -2.354
N -1.069 -5.182 -2.060
S 0.024 -5.209 -0.739
N 0.490 -3.565 -0.487
C -0.259 -2.764 -1.464
C -0.195 -1.179 -1.609
C 0.789 -0.370 -0.644
C 0.224 -0.110 0.847
N 1.411 -0.204 1.784
N -0.782 -1.100 1.318
N -0.249 1.320 0.968
H -3.281 2.519 0.521
H -2.502 3.447 -0.884
H -4.358 3.354 -0.734
H -5.100 0.801 -2.547
H -4.494 -0.297 -1.184
H -5.428 1.216 -0.732
H -0.672 1.440 -3.869
H -0.552 1.526 -1.980
H -2.646 -3.693 -4.148
H 1.114 0.596 -1.190
H 1.756 -1.004 -0.561
H 2.065 0.550 1.468
H 1.923 -1.088 1.598
H -1.711 -0.739 1.006
H -0.764 -1.006 2.358
H -1.265 1.391 0.819
H 0.289 1.914 0.323
C 6.087 0.727 3.570
C 4.593 1.002 3.311
C 3.756 0.295 4.395
O 4.272 0.472 2.124
H 6.323 -0.343 3.545
H 6.719 1.229 2.829
H 6.381 1.104 4.560
H 4.451 2.088 3.480
H 3.912 -0.790 4.399
H 2.686 0.481 4.257
H 4.026 0.667 5.393
```


[2]
C6H9NOS | ωB97M-V/def2-TZVPD

The highest occupied orbital energy comes out at -8.258 eV. For the frontier orbital gap, the calculation gives 9.000 eV. For the energy above the lowest of the compared OMol25 structures with the same formula, charge and spin, the calculation gives 67.4 kcal per mole.

Geometry as XYZ:
```
18
C6H9NOS (ωB97M-V/def2-TZVPD)
C -1.319 -0.349 2.205
C 1.155 -0.240 -0.317
C 0.724 -0.105 -1.529
C -2.410 0.122 1.248
C 0.047 0.927 1.033
C 1.526 -0.712 -2.639
N -0.130 0.013 2.034
O 0.823 1.994 1.284
S -1.585 1.294 0.150
H -1.648 -0.914 3.114
H 2.024 -0.709 0.079
H -0.214 0.388 -1.837
H -2.705 -0.679 0.600
H -3.398 0.337 1.879
H 2.485 -1.186 -2.113
H 0.978 -1.660 -3.036
H 1.971 -0.145 -3.498
H 1.678 1.623 1.343
```


[3]
C38H33BrF6N4O6ReS | ωB97M-V/def2-TZVPD

As for the net charge: +2. Its expectation value of S² is 3.768. The highest occupied orbital energy (alpha / beta) comes out at -12.465 / -12.656 eV. Its spin multiplicity is 4. For the frontier orbital gap (alpha / beta), the calculation gives 7.151 / 6.848 eV. For the energy above the lowest of the compared OMol25 structures with the same formula, charge and spin, the calculation gives 37.9 kcal per mole.

Geometry as XYZ:
```
90
C38H33BrF6N4O6ReS (ωB97M-V/def2-TZVPD)
Re -3.251 -22.119 1.898
Br 1.347 -17.906 6.044
C 0.024 -18.747 4.866
C -0.537 -17.988 3.855
C -1.542 -18.435 3.035
C -2.098 -19.745 3.172
O -2.973 -20.188 2.265
C -1.508 -20.472 4.202
C -2.072 -21.811 4.572
N -2.972 -22.440 3.851
C -3.597 -23.598 4.356
C -3.905 -23.834 5.647
C -4.381 -25.112 6.061
C -4.761 -26.073 5.164
C -4.635 -25.723 3.749
C -4.978 -26.624 2.698
C -4.788 -26.258 1.374
C -4.186 -25.004 1.113
N -3.739 -24.210 2.077
C -4.065 -24.548 3.364
C -0.539 -19.992 5.071
H -0.161 -16.994 3.691
H -2.075 -17.670 2.420
H -1.821 -22.250 5.528
H -3.644 -23.124 6.434
H -4.307 -25.363 7.119
H -5.292 -26.983 5.501
H -5.382 -27.538 3.088
H -5.158 -26.831 0.498
H -4.062 -24.619 0.130
H -0.055 -20.574 5.863
F 1.177 -23.055 0.494
C 0.981 -22.671 1.713
F 1.934 -23.262 2.476
F 1.111 -21.370 1.755
C -0.412 -23.134 2.181
O -0.611 -24.037 2.950
O -1.319 -22.438 1.562
C -11.922 -20.129 0.921
C -11.271 -21.492 0.587
N -11.696 -22.544 1.531
C -11.397 -22.216 2.926
C -11.861 -20.838 3.264
N -12.790 -20.385 2.121
C -13.886 -21.372 1.869
C -13.155 -22.692 1.422
H -12.532 -19.798 0.051
H -11.173 -19.427 1.274
H -10.178 -21.409 0.639
H -11.547 -21.814 -0.419
H -10.309 -22.342 3.143
H -11.926 -22.925 3.593
H -10.958 -20.140 3.267
H -12.399 -20.696 4.219
H -13.270 -19.521 2.417
H -14.434 -20.983 1.068
H -14.606 -21.354 2.694
H -13.456 -22.924 0.382
H -13.394 -23.505 2.074
F -7.230 -19.724 1.766
C -7.275 -20.660 2.741
F -7.988 -20.166 3.771
F -8.035 -21.649 2.228
C -5.922 -21.249 3.162
O -5.577 -21.381 4.285
O -5.243 -21.579 2.069
O -3.536 -21.800 -0.241
S -3.808 -20.429 -0.869
C -3.996 -20.833 -2.632
C -4.588 -19.858 -3.356
C -4.789 -20.073 -4.727
C -4.436 -21.227 -5.319
C -3.738 -22.164 -4.556
C -3.498 -22.022 -3.191
C -2.268 -19.531 -0.785
C -2.270 -18.164 -0.684
C -1.009 -17.484 -0.509
C 0.161 -18.214 -0.614
C 0.184 -19.557 -0.828
C -1.029 -20.227 -0.873
H -5.080 -18.971 -2.913
H -5.494 -19.386 -5.258
H -4.627 -21.299 -6.359
H -3.401 -23.115 -4.943
H -2.990 -22.725 -2.598
H -3.198 -17.599 -0.775
H -1.016 -16.430 -0.267
H 1.079 -17.782 -0.345
H 1.157 -20.174 -0.905
H -1.095 -21.250 -0.999
```


[4]
C3H12O5 | ωB97M-V/def2-TZVPD

As for the SMILES: O=CCCO.O.O.O. The highest occupied orbital energy comes out at -10.229 eV. For the frontier orbital gap, the calculation gives 10.499 eV. For the energy above the lowest of the compared OMol25 structures with the same formula, charge and spin, the calculation gives 32.1 kcal per mole.

Geometry as XYZ:
```
20
C3H12O5 (ωB97M-V/def2-TZVPD)
O -0.359 -0.500 2.287
C -1.034 -1.262 1.649
C -2.394 -0.894 1.120
C -2.238 0.154 0.025
O -1.215 -0.228 -0.930
H -0.622 -2.268 1.452
H -3.037 -1.728 0.837
H -2.894 -0.368 1.936
H -3.155 0.368 -0.527
H -1.847 1.069 0.462
H -1.595 -0.813 -1.600
O 1.998 -0.266 -1.333
H 1.353 -0.843 -0.896
H 1.437 0.482 -1.584
O 3.788 0.445 1.056
H 3.167 0.234 0.343
H 4.655 0.252 0.688
O -0.019 1.816 -2.477
H -0.257 2.751 -2.431
H -0.338 1.501 -1.612
```


[5]
C3H6F2 | ωB97M-V/def2-TZVPD

As for the SMILES: C[C@@H](F)CF. The highest occupied orbital energy comes out at -11.831 eV. For the frontier orbital gap, the calculation gives 13.005 eV. For the energy above the lowest of the compared OMol25 structures with the same formula, charge and spin, the calculation gives 27.9 kcal per mole.

Geometry as XYZ:
```
11
C3H6F2 (ωB97M-V/def2-TZVPD)
C -0.152 -1.285 0.077
C 0.492 0.003 -0.350
F 0.031 0.114 -1.714
C -0.086 1.215 0.218
F 0.012 1.075 1.649
H -0.937 -1.019 0.867
H 0.557 -1.933 0.591
H -0.648 -1.543 -0.805
H 1.582 0.002 -0.253
H 0.249 2.227 -0.108
H -1.102 1.144 -0.173
```


[6]
C6H12GaO4 | ωB97M-V/def2-TZVPD

As for the net charge: +1. The highest occupied orbital energy comes out at -13.407 eV. For the frontier orbital gap, the calculation gives 8.037 eV. For the energy above the lowest of the compared OMol25 structures with the same formula, charge and spin, the calculation gives 0.0 kcal per mole.

Geometry as XYZ:
```
23
C6H12GaO4 (ωB97M-V/def2-TZVPD)
C 0.681 1.324 -0.820
H 0.427 1.572 -1.858
H 1.118 0.325 -0.677
H 1.175 2.149 -0.285
O 2.826 1.337 -1.967
C 3.737 2.093 -1.715
H 4.693 2.042 -2.274
H 3.658 2.838 -0.898
O -0.723 1.266 -0.163
C -0.825 1.193 1.296
C -0.302 -0.137 1.774
O -1.319 -1.139 1.467
C -1.078 -2.111 0.452
C -2.437 -2.402 -0.191
O -3.080 -1.239 -0.599
Ga -2.398 0.218 0.419
H -0.312 2.043 1.770
H -0.168 -0.124 2.866
H 0.642 -0.479 1.313
H -0.624 -3.020 0.878
H -0.389 -1.691 -0.301
H -3.046 -2.964 0.549
H -2.257 -3.095 -1.037
```


[7]
C4H10N2O2 | ωB97M-V/def2-TZVPD

The highest occupied orbital energy comes out at -8.655 eV. For the frontier orbital gap, the calculation gives 9.072 eV. For the energy above the lowest of the compared OMol25 structures with the same formula, charge and spin, the calculation gives 171.5 kcal per mole.

Geometry as XYZ:
```
18
C4H10N2O2 (ωB97M-V/def2-TZVPD)
C -0.908 -0.136 1.404
C -0.520 0.112 -0.008
C -0.780 -1.097 -0.886
C 0.836 0.660 -0.115
H -2.015 -0.283 1.252
H -0.541 -1.069 1.968
H -0.733 1.047 1.674
H -0.016 -1.198 -1.882
H -0.764 -2.112 -0.107
H -1.767 -1.014 -1.242
H -2.348 0.909 -0.765
H 0.247 2.120 -0.432
H 1.427 -1.150 -0.434
H 3.221 0.903 0.252
N 1.292 1.871 -0.162
N 1.686 -0.384 0.067
O -1.398 1.131 -0.524
O 3.082 -0.310 -0.059
```


[8]
C15H43O6 | ωB97M-V/def2-TZVPD

As for the net charge: +1. The highest occupied orbital energy comes out at -12.947 eV. For the frontier orbital gap, the calculation gives 10.992 eV. For the energy above the lowest of the compared OMol25 structures with the same formula, charge and spin, the calculation gives 5.5 kcal per mole.

Geometry as XYZ:
```
64
C15H43O6 (ωB97M-V/def2-TZVPD)
O 4.350 -15.778 -11.024
H 5.223 -15.526 -11.438
H 4.467 -16.646 -10.523
H 3.647 -15.841 -11.758
C 8.853 -14.814 -12.677
C 7.370 -14.596 -12.978
C 7.108 -14.409 -14.491
O 6.622 -15.735 -12.495
H 9.380 -13.860 -12.721
H 9.318 -15.559 -13.320
H 8.942 -15.130 -11.635
H 6.993 -13.721 -12.453
H 6.213 -13.809 -14.650
H 7.035 -15.390 -14.956
H 7.938 -13.835 -14.906
H 6.996 -16.498 -12.952
C 5.660 -20.154 -9.323
C 5.112 -19.535 -10.604
C 4.199 -20.543 -11.305
O 4.350 -18.351 -10.265
H 6.386 -19.516 -8.819
H 6.225 -21.056 -9.575
H 4.858 -20.464 -8.652
H 5.925 -19.208 -11.249
H 4.673 -21.527 -11.344
H 4.073 -20.318 -12.367
H 3.233 -20.573 -10.807
H 3.755 -18.572 -9.539
C 2.687 -12.574 -10.429
C 4.143 -12.255 -10.659
C 5.053 -12.596 -9.479
O 4.594 -13.000 -11.823
H 2.098 -12.475 -11.340
H 2.263 -11.932 -9.658
H 2.600 -13.617 -10.108
H 4.275 -11.191 -10.878
H 6.092 -12.738 -9.765
H 4.703 -13.488 -8.951
H 4.987 -11.807 -8.722
H 5.159 -12.422 -12.342
C 5.343 -17.278 -6.471
C 5.264 -16.070 -7.397
C 5.859 -14.815 -6.772
O 5.893 -16.339 -8.656
H 4.901 -17.050 -5.501
H 6.364 -17.634 -6.310
H 4.786 -18.108 -6.911
H 4.203 -15.891 -7.592
H 6.881 -14.971 -6.412
H 5.301 -14.471 -5.898
H 5.903 -13.994 -7.488
H 6.802 -16.581 -8.434
C 3.780 -17.502 -14.259
C 2.418 -16.865 -13.986
C 1.416 -17.889 -13.426
O 2.597 -15.830 -12.991
H 3.650 -18.337 -14.949
H 4.246 -17.827 -13.328
H 4.424 -16.771 -14.749
H 2.081 -16.454 -14.940
H 1.871 -18.399 -12.578
H 1.283 -18.663 -14.187
H 0.480 -17.441 -13.106
H 2.031 -15.092 -13.248
```